Entry 1:
DFT (the ωB97M-V functional and the def2-TZVPD basis) results for a molecular structure, C28H38BN5P2Pb at a distorted geometry.

Properties
LUMO energy: -2.06 eV
Gap between HOMO and LUMO: 6.5 eV
HOMO: -0.3143 Ha
Calculated total energy: -61599.4820 eV
Total charge: 0

Positions of all 75 atoms, in Å:
C (-1.7658, 1.7292, -6.4559)
C (1.8466, 2.0827, -2.0377)
C (2.2936, -3.8026, -8.4188)
C (1.6530, -2.3613, -0.0233)
C (4.3515, 1.2008, -8.5978)
N (2.0405, -2.4955, -8.8457)
H (0.5070, 3.4524, -2.9922)
H (-6.3309, -0.8982, -9.9844)
H (-3.6579, -3.0946, -7.3151)
C (-1.0443, -0.9233, -9.1700)
C (-0.6928, -1.2732, 2.0950)
H (5.0028, 1.7376, -9.2781)
H (-2.3718, 1.0546, -1.6035)
H (-1.4558, -0.0396, 3.8252)
C (-1.8446, 3.0763, -6.7814)
C (0.3867, -0.3694, -9.0551)
H (-0.3478, 4.5187, -0.8738)
H (3.0920, -3.9166, -11.6459)
H (2.1160, -4.0712, -7.3870)
C (4.3978, 1.1910, -7.1616)
C (-1.0883, 2.5144, -0.8119)
H (3.0310, -5.5942, -9.4822)
H (2.4995, 0.3011, -3.0042)
N (2.7421, -0.2107, -7.8409)
H (0.8592, -0.4405, -10.0464)
C (0.3166, 0.4793, -3.2820)
H (-4.1603, 0.5904, -9.3460)
H (-1.6777, 2.5750, 0.0941)
C (0.0542, 3.4952, -0.8476)
B (-0.4343, -0.6097, 3.4931)
H (2.7519, 2.1821, -1.4436)
H (-1.5967, -0.3938, -9.9649)
N (-3.5716, -1.1076, -8.1409)
C (2.7778, -3.6843, -10.6344)
C (-0.9040, 1.4207, -3.1257)
N (-2.0651, 0.9624, -7.5873)
C (1.0317, 3.3282, -2.0405)
H (0.5952, 3.4208, 0.1095)
H (2.9375, 0.1308, -9.9669)
C (3.3981, 0.3256, -6.7268)
H (2.1827, -1.5365, -10.7844)
H (1.5410, -1.4806, -0.6602)
H (-1.7264, 0.9169, -3.6597)
H (2.6034, -2.8562, -0.1788)
C (2.7476, -4.5516, -9.4997)
H (-2.3327, 4.0433, -8.7649)
N (-0.9078, -1.8241, 1.0810)
H (-0.2436, -1.4785, 4.3170)
C (-1.4966, 1.7037, -1.7668)
H (0.0260, -0.4891, -2.8350)
P (1.3365, -1.2657, -7.7169)
Pb (-0.2093, -3.1829, -0.9202)
C (1.6677, 0.9915, -2.8067)
H (0.4175, 0.2627, -4.3538)
C (-4.4044, -0.4059, -9.0216)
H (1.7576, 4.1548, -1.9107)
C (-4.1582, -2.3709, -7.9426)
C (3.3207, 0.3516, -8.9854)
H (-1.7088, 3.9108, -6.1044)
H (5.0877, 1.7449, -6.5410)
H (3.0855, 0.0414, -5.7343)
H (-6.0374, -3.2783, -8.6720)
H (-2.4028, 1.4986, -9.6657)
H (0.4833, 0.1958, 3.5637)
C (-5.3527, -2.4392, -8.6453)
C (2.3329, -2.4387, -10.2097)
C (-2.2470, 1.8501, -8.6515)
H (-1.0357, -1.9995, -9.4223)
C (-5.5096, -1.1913, -9.3355)
P (-1.9252, -0.8109, -7.5136)
H (1.4804, -2.0103, 1.0086)
H (0.3818, 0.6954, -8.7628)
H (-1.5127, 1.2313, -5.5336)
H (-0.7479, 2.3820, -3.6214)
C (-2.1649, 3.1516, -8.1764)

Cartesian forces (eV/Å) of the 3 atoms listed first:
C -0.4 0.6 -0.8
C 0.6 -0.7 -0.8
C 0.2 0.1 -1.1

***

Entry 2:
DFT (the ωB97M-V functional and the def2-TZVPD basis) results for a molecular structure, C4H7NO.

Properties
LUMO energy: 0.55 eV
Gap between HOMO and LUMO: 8.1 eV
HOMO: -0.2760 Ha
Calculated total energy: -7794.7611 eV
Relative energy (zero: lowest compared OMol25 entry of this formula, charge and spin): 112.6 kcal/mol
Total charge: 0

Positions of all 13 atoms, in Å:
H (2.7358, -0.2002, -0.6407)
H (0.8416, 0.5222, -1.2696)
O (2.0681, -0.6134, -0.0791)
C (-1.3884, 0.5450, 0.0435)
H (0.0270, 0.9773, 1.6013)
H (0.0021, 2.1858, 0.2372)
H (-1.4735, -1.0794, 1.3581)
N (-1.3988, -0.8360, 0.3739)
C (0.7956, -0.1227, -0.3949)
C (-0.2462, 1.1813, 0.5679)
H (0.0032, -2.1795, -0.5682)
H (-1.7506, 0.7768, -0.9515)
C (-0.2157, -1.1571, -0.2780)

Cartesian forces (eV/Å) of the 3 atoms listed first:
H -0.1 0.0 0.1
H 0.0 0.0 0.1
O -0.1 0.1 -0.1

***

Entry 3:
DFT (the ωB97M-V functional and the def2-TZVPD basis) results for a single ClNO2S molecule at a distorted geometry.

Properties
LUMO energy: -2.01 eV
Gap between HOMO and LUMO: 9.3 eV
HOMO: -0.4162 Ha
SMILES: N#S(=O)OCl
Calculated total energy: -28937.2398 eV
Relative energy (zero: lowest compared OMol25 entry of this formula, charge and spin): 50.7 kcal/mol
Total charge: 0

Positions of all 5 atoms, in Å:
O (-0.1865, -0.1186, 1.1933)
Cl (1.3238, -0.4289, 1.7298)
N (0.8824, 0.4169, -1.4359)
O (-1.7046, -0.0321, -0.8727)
S (-0.3151, 0.1627, -0.6144)

Cartesian forces (eV/Å) of the 3 atoms listed first:
O -1.4 0.4 -2.5
Cl 0.9 0.0 0.1
N -2.0 -0.4 1.9

***

Entry 4:
DFT (the ωB97M-V functional and the def2-TZVPD basis) results for 2 unconnected molecules or ions with the total composition C14H14ClF7O5P3 at a distorted geometry.

Properties
LUMO energy: 0.59 eV
Gap between HOMO and LUMO: 6.6 eV
HOMO: -0.2223 Ha
Calculated total energy: -84400.9218 eV
Total charge: -1

Positions of all 44 atoms, in Å:
H (-0.5526, 2.8305, 2.5207)
C (-1.6834, -1.0495, -1.7593)
F (3.4711, -5.2534, 1.6275)
F (5.4485, -4.4561, -0.7324)
F (3.9525, -6.7496, 0.0696)
F (5.9652, -6.2024, 0.5388)
H (-2.7383, 2.9281, -2.1018)
F (-1.0114, -3.0259, -0.7385)
C (-1.5836, 0.3307, -1.9235)
P (0.9266, -2.0902, 1.2307)
H (-4.6636, 3.6296, -0.3796)
P (1.5556, 3.2704, 2.0703)
H (-4.1790, 2.1040, -2.6328)
O (2.5152, 0.7417, 0.3504)
H (-3.9205, 0.6679, -0.4479)
C (-3.6672, 1.7125, -0.5972)
Cl (0.8574, 5.1925, 1.7102)
H (-5.1032, 2.4513, 0.8372)
P (4.6017, -5.2750, 0.4203)
C (1.4445, -0.8929, 2.5021)
F (5.3746, -4.2792, 1.4859)
H (2.4914, -0.6479, 2.3392)
O (-2.5383, 0.9462, -2.6759)
H (2.2820, -3.2904, 0.1003)
O (0.3153, 2.6325, 2.8988)
C (0.3096, 0.3108, -0.4172)
H (-5.7422, 2.2848, -0.7752)
C (-0.5078, 1.0086, -1.3299)
C (-3.2763, 1.9838, -2.0408)
O (-0.4990, 2.9486, -2.6760)
C (1.0576, 2.5524, 0.4566)
C (0.1299, -1.0513, -0.1030)
C (-0.8392, -1.7087, -0.8718)
C (-4.8594, 2.5746, -0.2137)
C (0.4320, 3.1812, -0.5379)
H (0.3375, 4.2542, -0.5600)
O (2.3800, -2.4723, 0.6158)
H (1.3638, -1.3617, 3.4729)
H (-2.4341, -1.5994, -2.3047)
F (3.3356, -4.6951, -0.5161)
H (0.8906, 0.0384, 2.4858)
C (1.3977, 1.1208, 0.1925)
C (-0.2012, 2.4195, -1.6382)
H (-2.8352, 1.9854, 0.0479)

Cartesian forces (eV/Å) of the 3 atoms listed first:
H 0.0 -0.1 0.0
C 0.2 0.1 0.2
F 0.5 -0.6 0.3

***

Entry 5:
DFT (the ωB97M-V functional and the def2-TZVPD basis) results for 2 unconnected molecules or ions with the total composition C12H17N at a distorted geometry.

Properties
LUMO energy: 0.88 eV
Gap between HOMO and LUMO: 8.8 eV
HOMO: -0.2913 Ha
SMILES: Cc1c[nH]c2ccccc12.CCC
Calculated total energy: -14208.8238 eV
Relative energy (zero: lowest compared OMol25 entry of this formula, charge and spin): 34.9 kcal/mol
Total charge: 0

Positions of all 30 atoms, in Å:
H (-4.0439, -0.4416, 2.4078)
H (-1.4407, 0.5725, 1.2994)
C (2.6274, 0.8481, 0.7636)
H (-3.3810, -0.6802, 0.1840)
C (-3.0400, -0.8230, 2.2023)
C (-2.0681, 0.3618, 2.1725)
C (0.2198, -0.5512, -2.8854)
C (1.0634, 0.4647, -2.4935)
C (-3.0852, -1.5068, 0.8218)
C (2.4984, 1.3250, -0.5228)
H (-1.0998, -2.0251, -2.3532)
H (1.9226, -0.8928, 1.7121)
H (4.0344, 2.0683, -1.8124)
C (-0.3761, -1.3828, -1.8847)
C (1.1530, -0.4775, -0.2265)
H (-3.8021, -2.3340, 0.8098)
H (-0.1239, -2.1045, 0.1350)
C (0.1025, -1.3521, -0.6176)
H (-2.6824, 1.2791, 2.2769)
N (1.7558, -0.2402, 0.9611)
H (-2.8363, -1.5767, 2.9665)
C (3.3171, 2.4343, -1.0845)
H (3.9498, 3.0091, -0.4123)
H (0.0053, -0.6027, -3.9478)
H (1.7056, 1.0489, -3.1569)
H (-1.3745, 0.5207, 2.9964)
C (1.4768, 0.5394, -1.1409)
H (-2.1729, -2.0528, 0.5979)
H (2.6503, 3.2535, -1.4104)
H (3.0446, 1.3186, 1.6418)

Cartesian forces (eV/Å) of the 3 atoms listed first:
H 0.1 -0.1 0.1
H -0.4 -0.8 -0.3
C -1.0 0.0 -0.3

***

Entry 6:
DFT (the ωB97M-V functional and the def2-TZVPD basis) results for a molecular structure, C4H9IN2 at a distorted geometry.

Properties
LUMO energy (alpha / beta): -9.28 / -9.34 eV
Gap between HOMO and LUMO (alpha / beta): 7.1 / 6.5 eV
HOMO (alpha / beta): -0.6005 / -0.5805 Ha
Calculated total energy: -15351.8686 eV
Relative energy (zero: lowest compared OMol25 entry of this formula, charge and spin): 63.0 kcal/mol
Total charge: +2

Positions of all 16 atoms, in Å:
C (1.1569, -0.1788, -1.0158)
N (-1.4603, -1.7505, -0.2616)
H (2.0743, 2.0799, 1.9475)
H (0.1401, -2.2715, 1.0063)
H (1.1893, -1.0744, -1.6266)
I (-1.2032, -0.1438, 2.4513)
N (1.1814, 2.1113, 1.3425)
H (1.4562, 2.3226, 0.4565)
H (-1.8296, -2.6183, 0.1577)
H (0.3720, 2.6952, 1.6696)
H (1.4586, 0.7187, -1.6039)
C (-0.3813, -1.3387, 0.6837)
H (-1.2033, -2.2948, -1.0967)
H (-2.2526, -0.9974, -0.4532)
C (0.6970, 0.6492, 1.3207)
C (0.5006, -0.1566, 0.1468)

Cartesian forces (eV/Å) of the 3 atoms listed first:
C -0.3 0.8 -2.1
N -2.0 -0.3 0.3
H -1.9 0.7 -0.6

***

Entry 7:
DFT (the ωB97M-V functional and the def2-TZVPD basis) results for a molecular structure, C27H46AsBBrN5O3Si3Tl.

Properties
LUMO energy: -3.07 eV
Gap between HOMO and LUMO: 8.1 eV
HOMO: -0.4095 Ha
Calculated total energy: -202217.1948 eV
Relative energy (zero: lowest compared OMol25 entry of this formula, charge and spin): 0.0 kcal/mol
Total charge: +1

Positions of all 88 atoms, in Å:
C (-3.5765, -1.1124, -1.2504)
C (4.4172, 1.7784, 1.5554)
C (2.1511, -3.2362, 3.4843)
Tl (0.0521, 0.1667, 0.9518)
H (-2.3852, 1.6029, -3.0696)
N (-1.7479, 2.4871, 1.4430)
H (-4.7941, 4.9500, -0.8776)
H (1.9576, 1.3751, -2.3158)
H (1.0810, -3.9581, 0.6076)
C (-3.8426, 4.9206, -0.3640)
H (2.1584, 0.0781, -3.5197)
H (-1.2011, 6.9022, 0.3941)
H (-3.3855, 6.9783, -0.7542)
H (-0.2448, -1.3919, -4.7479)
C (-1.7797, -1.6324, 3.3994)
C (1.6792, -3.1914, -3.3037)
B (1.2865, 4.4645, -1.4418)
C (-2.1974, -3.4696, -2.7923)
N (-1.0121, 2.5095, 2.4700)
C (-3.0537, 6.0607, -0.2876)
H (-3.5175, -0.4993, -2.1512)
H (1.5607, 0.5847, 3.7670)
C (4.5644, 1.8909, 2.9285)
C (-3.4145, 3.7373, 0.2155)
H (0.4389, -4.7975, -0.8124)
C (-0.8287, -0.5012, -4.5153)
H (3.4697, -1.1040, -1.7533)
C (3.1724, -1.8243, -0.9893)
H (-2.2186, -0.0457, 2.3228)
H (2.1612, 4.1331, -2.2166)
O (-0.5756, 1.3254, 2.7977)
C (-0.3807, -2.2059, 3.4115)
As (-0.2067, -1.2401, -1.2156)
H (-0.7462, 0.1780, -5.3692)
C (0.9156, 3.1637, -0.6470)
H (2.4634, -3.9350, -3.4689)
H (3.0933, 1.1576, -0.0173)
H (-1.4512, -4.2614, -2.6936)
H (-1.8802, -0.7787, -4.4261)
H (0.2782, 4.8111, -2.0181)
H (-0.4199, 4.7949, 1.4315)
Si (-2.2833, -2.4464, -1.2343)
O (-2.1100, -1.0003, 2.1842)
H (5.1881, 2.1212, 0.8805)
H (1.4181, -4.6026, 4.9774)
H (-3.2355, -4.2803, 0.0585)
C (3.5296, 1.4477, 3.7356)
Si (1.6272, -2.7374, -1.4976)
H (2.5216, -1.7335, 2.0090)
H (-3.4476, -0.4567, -0.3850)
C (-2.1959, 3.7304, 0.8730)
H (-1.5199, -4.1348, 0.4421)
H (-4.5768, -1.5488, -1.2029)
H (3.0430, -1.2822, -0.0522)
H (1.6715, 5.2856, -0.6420)
H (-0.8846, -3.6683, 4.8941)
H (-4.0050, 2.8335, 0.1640)
Br (3.6380, 1.5666, 5.6085)
H (5.4560, 2.3202, 3.3642)
N (2.2645, 0.8002, 1.8352)
H (2.1585, -4.8889, -0.4378)
H (-1.6637, 1.7689, -1.4614)
N (0.5536, -1.6783, 2.6211)
Si (-0.2368, 0.4143, -2.9990)
H (-1.8851, -0.9437, 4.2423)
H (3.9965, -2.5300, -0.8570)
H (1.9067, -2.3279, -3.9304)
H (-1.0387, 2.7242, -2.7964)
C (-2.4294, -3.5655, 0.2447)
C (-1.8311, 6.0241, 0.3671)
C (1.2880, -4.2278, -0.4296)
C (-1.4473, 1.7455, -2.5292)
N (0.6502, 2.1683, -0.1182)
H (-2.4796, -2.4552, 3.5637)
O (-2.0360, 1.3782, 0.8298)
H (1.5931, 1.6776, -4.0035)
H (-2.6852, -2.9782, 1.1232)
H (0.7365, -3.6243, -3.6414)
H (-3.1627, -3.9551, -2.9583)
C (3.2525, 1.2330, 1.0496)
H (3.1655, -3.6086, 3.4773)
C (2.3926, 0.9119, 3.1591)
C (-1.3877, 4.8515, 0.9553)
C (-0.0973, -3.2628, 4.2721)
C (1.5391, 0.9239, -3.2130)
H (-1.9635, -2.8813, -3.6785)
C (1.7916, -2.1923, 2.6603)
C (1.1801, -3.7812, 4.3147)

Cartesian forces (eV/Å) of the 3 atoms listed first:
C 0.0 0.0 0.0
C 0.0 0.0 0.0
C 0.0 0.0 0.0

***

Entry 8:
DFT (the ωB97M-V functional and the def2-TZVPD basis) results for 8 unconnected molecules or ions with the total composition C36H37Cl2N7 at a distorted geometry.

Properties
LUMO energy: 0.52 eV
Gap between HOMO and LUMO: 9.8 eV
HOMO: -0.3424 Ha
SMILES: c1ccncc1.c1ccncc1.c1ccncc1.c1ccncc1.c1ccncc1.c1ccncc1.c1ccncc1.ClCCl
Calculated total energy: -73406.3631 eV
Relative energy (zero: lowest compared OMol25 entry of this formula, charge and spin): 0.0 kcal/mol
Total charge: 0

Positions of all 82 atoms, in Å:
N (-3.2608, 2.4056, -0.9756)
H (2.9007, -4.6520, -0.1105)
C (0.3220, -6.6156, 1.1927)
H (1.9196, -2.4685, -0.3782)
C (3.7433, -3.2734, 2.8485)
C (-0.0901, -3.2231, -5.6477)
C (3.2199, 3.1395, -0.1969)
H (-1.7111, 3.7457, 2.1207)
H (-0.6259, -1.0352, 5.8259)
C (0.6605, 1.9634, 3.9298)
C (-3.8857, 3.4965, -1.3653)
C (1.0993, 5.2740, 1.1844)
H (-2.4605, 0.6266, -1.4875)
C (3.1166, 3.4290, -1.5277)
H (2.0673, -0.8009, 1.5753)
H (3.7016, 4.2341, -1.9583)
C (-4.3637, 3.6821, -2.6455)
C (2.9972, -3.9248, 0.6900)
H (-1.7182, 5.7605, 3.6216)
Cl (-0.6248, -1.1769, -0.5271)
H (3.9084, 3.6830, 0.4402)
C (2.4195, 2.1347, 0.3362)
H (1.3908, -1.1483, 4.3671)
C (2.4107, -2.6739, 0.5616)
C (-0.4729, -4.5520, 0.3295)
C (2.2196, 2.7086, -2.2893)
H (-4.4292, 2.8128, -4.6147)
C (-0.1948, -5.3497, 1.4157)
C (-1.0104, -2.7912, -6.5587)
C (0.1284, 6.5099, 2.8006)
N (1.1020, 6.3843, 1.9279)
H (-0.5096, -4.5457, -1.8335)
C (-0.9450, 1.0370, 5.4053)
C (-0.2734, -0.1532, 5.3113)
H (0.0248, 0.1498, 1.2621)
C (1.4504, 1.7257, -1.6539)
H (-3.1740, 0.7871, -3.8943)
C (0.1245, 4.3119, 1.2461)
H (-1.7809, 1.1168, 6.0945)
H (2.1428, 2.8534, -3.3619)
H (0.1045, 7.4242, 3.3925)
C (-2.2312, -1.8880, -4.7488)
H (4.0971, -5.2230, 2.0089)
H (-2.8926, -1.8675, -6.8136)
N (1.5473, 1.4456, -0.3822)
H (-0.8511, -2.8997, -7.6256)
C (3.6707, -4.2390, 1.8647)
C (-0.9220, -0.0390, 0.7849)
H (-0.9323, -3.5838, 0.4616)
H (4.2427, -3.4614, 3.7984)
C (-0.9241, 4.4918, 2.0928)
H (0.1685, 3.4514, 0.5937)
C (0.8205, -0.2281, 4.4815)
H (1.9627, 5.1470, 0.5350)
N (3.2095, -2.0659, 2.7287)
H (-4.1029, 4.2419, -0.6025)
H (-3.0612, -1.3162, -4.3569)
H (-1.3042, -2.2662, -2.8424)
C (0.3891, -6.3244, -1.0145)
C (-0.4869, 2.1215, 4.6880)
H (-4.8726, 4.5945, -2.9279)
C (-3.3333, 1.6081, -3.2107)
N (-0.2313, -3.0720, -4.3433)
H (0.7246, -6.7158, -1.9699)
N (1.3022, 0.8030, 3.8249)
H (-0.3744, -5.0181, 2.4341)
C (-2.1225, -2.1376, -6.1012)
H (0.9952, 2.7494, 3.2454)
H (0.5049, -7.3170, 1.9999)
H (2.4317, 1.8678, 1.3895)
H (0.8008, -3.7539, -5.9625)
N (0.6402, -7.0835, 0.0119)
Cl (-2.0942, -0.6865, 1.9374)
H (-1.3038, 0.8997, 0.4032)
C (-0.2053, -5.0635, -0.9256)
C (-2.9577, 1.5035, -1.8944)
C (-0.8810, 5.5653, 2.9592)
C (2.5532, -1.7773, 1.6011)
H (-0.9979, 3.0718, 4.7467)
C (-4.0763, 2.7106, -3.5935)
H (0.7239, 1.1392, -2.2120)
C (-1.2694, -2.3968, -3.9173)

Cartesian forces (eV/Å) of the 3 atoms listed first:
N 0.7 0.2 0.6
H 0.0 0.0 0.1
C 0.0 0.0 1.2